{
  "formula": "C35H32F11N4Os",
  "method": "ωB97M-V/def2-TZVPD",
  "homo_energy_ev": [-10.5, -10.8],
  "lumo_energy_ev": [-2.4, -5.6],
  "total_charge": 1,
  "relative_energy_kj_mol": 0.0,
  "s2": 6.05,
  "multiplicity": 5,
  "homo_lumo_gap_ha": [0.297, 0.192],
  "elements": ["Os", "C", "N", "C", "C", "N", "C", "C", "F", "C", "F", "C", "F", "C", "F", "C", "F", "C", "C", "N", "C", "C", "F", "C", "F", "C", "F", "C", "F", "C", "F", "H", "H", "H", "H", "H", "H", "H", "H", "H", "H", "H", "C", "C", "C", "C", "C", "C", "C", "C", "C", "C", "C", "C", "N", "C", "C", "C", "C", "C", "C", "F", "H", "H", "H", "H", "H", "H", "H", "H", "H", "H", "H", "H", "H", "H", "H", "H", "H", "H", "H", "H", "H"],
  "positions_angstrom": [[-0.527, -0.074, 0.204], [2.453, 0.573, 0.031], [1.506, -0.496, -0.362], [1.468, -0.608, -1.841], [0.671, 0.555, -2.422], [-0.284, 1.025, -1.416], [-0.759, 2.321, -1.605], [-0.906, 3.147, -0.498], [-0.517, 2.667, 0.701], [-1.396, 4.433, -0.570], [-1.528, 5.166, 0.530], [-1.721, 4.962, -1.811], [-2.213, 6.190, -1.908], [-1.517, 4.196, -2.945], [-1.820, 4.686, -4.142], [-1.037, 2.900, -2.838], [-0.884, 2.196, -3.971], [1.871, -1.774, 0.251], [1.585, -1.731, 1.728], [0.203, -1.285, 2.006], [-0.218, -1.728, 3.225], [0.642, -2.255, 4.244], [1.975, -2.229, 4.127], [0.173, -2.741, 5.443], [1.028, -3.198, 6.347], [-1.185, -2.723, 5.739], [-1.625, -3.195, 6.889], [-2.061, -2.183, 4.811], [-3.362, -2.144, 5.065], [-1.580, -1.690, 3.617], [-2.471, -1.209, 2.782], [3.473, 0.288, -0.240], [2.395, 0.752, 1.102], [2.180, 1.491, -0.484], [1.004, -1.563, -2.088], [2.489, -0.613, -2.232], [0.168, 0.219, -3.331], [1.330, 1.381, -2.709], [2.930, -1.996, 0.081], [1.274, -2.557, -0.218], [2.294, -1.090, 2.257], [1.731, -2.745, 2.101], [-5.421, -0.365, -2.415], [-4.079, 0.364, -2.285], [-3.785, 1.054, -3.619], [-4.087, 1.347, -1.120], [-4.879, 2.480, -1.261], [-4.951, 3.443, -0.272], [-4.242, 3.265, 0.900], [-3.439, 2.148, 1.108], [-2.868, 1.951, 2.507], [-2.288, 3.205, 3.169], [-3.990, 1.411, 3.407], [-3.348, 1.189, 0.076], [-2.518, 0.023, 0.239], [-3.195, -1.216, 0.236], [-4.466, -1.368, 0.801], [-5.087, -2.601, 0.865], [-4.466, -3.733, 0.350], [-3.212, -3.617, -0.228], [-2.617, -2.376, -0.268], [-1.372, -2.289, -0.866], [-5.380, -1.077, -3.240], [-6.218, 0.349, -2.633], [-5.695, -0.905, -1.513], [-3.294, -0.375, -2.119], [-4.583, 1.743, -3.894], [-3.709, 0.309, -4.412], [-2.857, 1.614, -3.590], [-5.449, 2.613, -2.170], [-5.570, 4.319, -0.406], [-4.331, 4.005, 1.682], [-2.072, 1.206, 2.451], [-2.986, 4.040, 3.144], [-1.361, 3.535, 2.714], [-2.091, 2.992, 4.221], [-4.723, 2.198, 3.591], [-3.594, 1.095, 4.373], [-4.514, 0.569, 2.957], [-4.955, -0.489, 1.198], [-6.067, -2.677, 1.313], [-4.953, -4.696, 0.391], [-2.698, -4.463, -0.661]],
  "lowdin_charge": [1.527, -0.036, -0.373, -0.155, -0.183, -0.153, -0.173, -0.155, 0.057, -0.137, 0.142, -0.128, 0.149, -0.131, 0.146, -0.160, 0.091, -0.180, -0.197, 0.010, -0.128, -0.114, 0.099, -0.132, 0.157, -0.110, 0.179, -0.127, 0.154, -0.131, 0.129, 0.110, 0.091, 0.093, 0.119, 0.139, 0.125, 0.131, 0.145, 0.124, 0.129, 0.136, -0.041, -0.353, -0.042, -0.120, -0.022, -0.042, -0.034, -0.147, -0.371, -0.057, -0.047, -0.183, -0.108, -0.266, -0.031, -0.060, -0.060, -0.001, -0.217, -0.021, 0.087, 0.086, 0.065, 0.117, 0.083, 0.092, 0.050, 0.114, 0.115, 0.113, 0.090, 0.075, 0.062, 0.085, 0.093, 0.081, 0.062, 0.118, 0.116, 0.112, 0.125]
}

---

{
  "formula": "C35H32NO6S3",
  "method": "ωB97M-V/def2-TZVPD",
  "homo_energy_ev": -3.1,
  "lumo_energy_ev": 1.7,
  "total_charge": -1,
  "homo_lumo_gap_ha": 0.174,
  "elements": ["C", "N", "C", "C", "C", "C", "C", "C", "C", "S", "C", "C", "C", "C", "C", "C", "O", "O", "S", "C", "C", "C", "C", "C", "C", "O", "O", "C", "C", "H", "H", "H", "H", "H", "H", "H", "H", "H", "H", "H", "H", "H", "H", "H", "H", "H", "H", "H", "H", "H", "C", "C", "C", "C", "S", "C", "C", "C", "C", "C", "C", "C", "O", "O", "C", "C", "H", "H", "H", "H", "H", "H", "H", "H", "H", "H", "H"],
  "positions_angstrom": [[4.664, -1.119, 5.577], [4.080, -1.214, 4.254], [4.357, -2.457, 3.553], [3.094, -0.369, 3.829], [2.606, -0.433, 2.492], [1.532, 0.340, 2.104], [0.810, 1.141, 3.034], [-0.445, 1.769, 2.679], [-1.170, 1.337, 1.595], [-2.073, 2.441, 0.533], [-0.892, 3.303, -0.517], [-0.415, 4.549, -0.103], [0.439, 5.277, -0.932], [0.823, 4.762, -2.174], [0.355, 3.509, -2.578], [-0.484, 2.764, -1.742], [-2.869, 1.649, -0.382], [-2.695, 3.436, 1.373], [-1.238, -0.416, 1.169], [-2.961, -0.818, 0.829], [-3.271, -1.418, -0.386], [-4.598, -1.749, -0.653], [-5.594, -1.468, 0.286], [-5.258, -0.889, 1.515], [-3.928, -0.582, 1.803], [-0.547, -0.525, -0.109], [-0.857, -1.232, 2.300], [1.377, 1.281, 4.317], [2.457, 0.526, 4.732], [4.704, -0.079, 5.914], [4.096, -1.715, 6.313], [5.688, -1.514, 5.539], [3.454, -2.822, 3.045], [5.170, -2.346, 2.815], [4.662, -3.211, 4.289], [3.064, -1.096, 1.754], [1.291, 0.361, 1.044], [-0.816, 2.611, 3.260], [-0.719, 4.941, 0.864], [0.786, 6.255, -0.603], [1.478, 5.345, -2.825], [0.635, 3.113, -3.555], [-0.821, 1.770, -2.026], [-2.479, -1.595, -1.109], [-4.835, -2.220, -1.605], [-6.636, -1.700, 0.064], [-6.025, -0.676, 2.258], [-3.628, -0.148, 2.755], [0.921, 1.995, 5.000], [2.800, 0.588, 5.764], [-1.299, 5.065, 10.563], [-1.357, 6.198, 9.744], [-1.311, 6.064, 8.352], [-1.208, 4.794, 7.774], [-1.032, 4.632, 5.980], [-2.475, 3.990, 5.321], [-3.387, 4.691, 4.496], [-4.780, 4.481, 4.727], [-5.740, 5.060, 3.906], [-5.335, 5.773, 2.760], [-3.966, 5.904, 2.460], [-3.010, 5.478, 3.364], [-0.790, 5.980, 5.518], [0.024, 3.643, 5.876], [-1.124, 3.662, 8.592], [-1.185, 3.796, 9.983], [-1.333, 5.168, 11.651], [-1.431, 7.195, 10.183], [-1.329, 6.947, 7.718], [-2.809, 3.083, 5.821], [-5.037, 3.859, 5.590], [-6.804, 4.948, 4.142], [-6.064, 6.190, 2.065], [-3.632, 6.345, 1.514], [-1.947, 5.671, 3.214], [-0.993, 2.677, 8.148], [-1.132, 2.906, 10.616]],
  "lowdin_charge": [-0.076, -0.199, -0.068, -0.218, -0.012, -0.038, -0.206, 0.002, -0.332, 0.700, -0.250, -0.046, -0.075, -0.089, -0.081, -0.049, -0.305, -0.277, 0.709, -0.296, -0.065, -0.076, -0.083, -0.067, -0.049, -0.347, -0.286, 0.005, -0.005, 0.081, 0.098, 0.086, 0.089, 0.091, 0.083, 0.106, 0.103, 0.120, 0.113, 0.105, 0.100, 0.101, 0.112, 0.112, 0.101, 0.100, 0.106, 0.126, 0.085, 0.096, -0.115, -0.098, -0.065, -0.260, 0.614, -0.265, -0.309, -0.074, -0.126, -0.134, -0.130, -0.082, -0.349, -0.377, -0.075, -0.101, 0.091, 0.095, 0.105, 0.065, 0.098, 0.086, 0.076, 0.096, 0.096, 0.108, 0.095]
}

---

Results for DFT total energy: -75124.30948 -83092.63326 (in eV, following the order of the records).